[1]
Below is a 10-piece molecular cluster, C6H32N2O9 overall at a distorted geometry, with properties calculated with ωB97M-V/def2-TZVPD.

```
49
Properties=species:S:1:pos:R:3:forces:R:3
C 0.7820 2.3618 2.5091 -0.3 -0.7 1.2
N 0.4204 0.9215 2.3379 1.0 2.0 -0.2
C 1.6088 0.0862 2.5020 -0.4 -1.9 -1.5
C 1.0704 -1.4345 2.4553 3.1 1.6 0.4
C 1.6929 -2.1725 1.3029 -0.7 -0.1 -0.6
C 2.2456 -3.3851 1.3691 -1.2 1.8 0.4
C -0.4760 3.2042 2.3332 0.3 1.2 -2.1
N -0.6392 3.9810 0.9991 1.2 -0.1 0.9
H 1.1388 2.4109 3.5579 -0.2 0.3 -0.4
H 1.6372 2.7285 1.9087 -0.3 -0.3 -0.2
H 0.1012 0.8926 1.3632 0.2 -0.7 0.3
H 2.1184 0.0836 3.4761 -0.6 1.2 -0.1
H 2.4071 0.2928 1.7172 -0.9 -0.4 0.8
H 0.0371 -1.4257 2.7319 -0.8 -0.2 -0.8
H 1.5794 -1.7528 3.3565 -0.2 -1.1 0.2
H 1.7623 -1.6556 0.3339 -0.2 0.0 0.5
H 2.6362 -3.6924 0.4133 0.4 -1.0 0.4
H 2.1292 -3.8374 2.3543 0.7 -0.8 -0.6
H -0.4628 4.0338 3.0346 -0.6 -0.5 0.6
H -1.3610 2.5916 2.2863 -0.2 -0.3 1.1
H 0.0357 3.6527 0.3111 0.0 -0.4 0.0
H -0.2204 4.8780 1.2477 -0.4 0.1 -0.5
H -2.5303 -2.1178 -1.2201 0.0 -0.2 -0.3
H -1.1670 -1.5727 -1.5635 0.0 -0.3 -0.1
O -1.8448 -1.5408 -0.8904 0.1 0.9 1.0
H 1.2530 1.6217 -2.6205 -0.1 0.1 0.1
H 0.2627 1.1215 -1.5062 0.7 0.4 -0.2
O 1.1971 1.1073 -1.8110 -0.1 -0.4 0.0
H -5.1259 -0.8992 -0.2610 -0.4 0.2 -0.2
H -3.8238 -0.1846 -0.1825 -0.6 0.5 -0.2
O -4.7114 -0.0991 -0.6069 0.4 -0.9 0.0
H 2.8800 0.4632 -0.8308 0.0 0.0 -0.6
H 4.2672 -0.2846 -1.0397 -0.2 0.2 -0.4
O 3.5358 -0.1230 -0.4431 0.2 -0.2 0.9
H -2.1561 0.9298 0.3876 0.4 -0.5 0.2
H -2.4879 0.2724 1.7522 0.9 -0.6 1.0
O -2.8585 0.6667 0.9873 -0.8 0.9 -0.4
H -1.3282 -2.2674 -3.6187 -0.4 -0.3 0.2
H -2.5064 -3.3038 -3.5290 0.1 0.0 -0.2
O -1.7554 -2.9405 -3.0543 0.1 -0.5 -0.5
H 1.8287 -2.4835 -3.4538 -0.1 -0.3 0.2
H 2.6752 -3.2821 -2.4052 -0.3 -0.1 -0.1
O 2.6532 -2.5005 -2.9620 0.4 0.4 -0.1
H -1.6204 2.3769 -0.5611 0.5 0.3 -0.1
H -1.9980 1.4180 -1.6573 0.0 -0.3 0.1
O -1.2676 1.6109 -1.0518 -1.1 0.6 0.0
H -1.9274 -0.3246 -4.2262 0.1 0.0 0.0
H -0.6631 0.1610 -3.5224 0.2 -0.2 0.0
O -1.0237 -0.5884 -4.0105 -0.1 0.6 -0.3
```
Forces are in eV/Å.

The value obtained for the HOMO energy is -0.328 Ha. Its spin multiplicity is 1. Its energy above the lowest of the compared OMol25 structures with the same formula, charge and spin is 80.2 kcal per mole. As for the net charge: 0. The lowest unoccupied orbital energy comes out at -0.2 eV. Its SMILES is C=CCCNCCN.O.O.O.O.O.O.O.O.O. Its total energy is -1034.36822 Eh. The HOMO-LUMO gap is 8.7 eV. Its molar mass is 276.3 Da.

List of Löwdin charges in e, atom by atom: -0.234 -0.080 -0.216 -0.166 -0.206 0.000 -0.211 -0.021 0.115 0.117 0.095 0.109 0.112 0.094 0.085 0.081 0.041 0.062 0.101 0.079 0.040 0.052 0.023 0.003 -0.059 0.047 -0.013 -0.064 0.029 -0.023 -0.105 -0.010 0.037 -0.066 -0.015 0.042 -0.039 0.002 0.052 -0.073 0.024 0.029 -0.052 0.067 0.087 -0.054 0.076 0.037 -0.034

***

[2]
Below is C48H47F2N2P2Tc as an isolated structure at a distorted geometry, with properties calculated with ωB97M-V/def2-TZVPD.

```
102
Properties=species:S:1:pos:R:3:forces:R:3
Tc 0.0167 -0.3197 1.0415 -0.3 -0.2 1.0
C -1.0440 -1.7249 4.7024 0.0 0.1 0.1
C -1.2839 -0.7805 3.5515 0.0 -0.1 -0.1
C -2.0026 -1.2950 2.4601 0.0 0.0 -0.1
C -2.3183 -2.7643 2.4215 -0.1 0.0 0.1
C -2.6971 -0.4056 1.5853 0.1 -0.1 0.0
C -3.7879 -0.9845 0.7212 -0.1 0.0 0.0
C -2.4981 0.9700 1.7084 -0.1 0.0 0.1
C -3.3662 1.9559 0.9851 0.0 0.1 0.0
C -1.5300 1.4599 2.6208 0.0 0.0 0.0
C -1.2476 2.9355 2.6538 0.0 0.0 0.0
C -0.9745 0.6037 3.5916 0.1 0.0 -0.1
C -0.1835 1.2113 4.7189 0.1 0.0 0.1
H -0.5122 -2.6254 4.4020 0.0 -0.1 0.0
H -2.0141 -2.0443 5.0870 -0.1 0.0 0.0
H -0.5098 -1.2818 5.5366 0.0 0.0 0.0
H -3.0426 -3.0097 3.2017 0.0 0.0 0.0
H -1.4393 -3.3773 2.6077 0.1 0.0 0.0
H -2.7611 -3.0595 1.4805 0.0 0.0 0.0
H -3.4340 -1.7520 0.0331 0.0 0.0 0.0
H -4.3156 -0.2333 0.1475 0.0 0.0 0.0
H -4.5218 -1.4711 1.3666 0.0 0.0 0.0
H -4.1864 2.2590 1.6413 0.0 0.0 0.0
H -3.8103 1.5681 0.0742 0.0 0.1 0.1
H -2.8272 2.8593 0.7319 -0.1 0.0 0.0
H -0.9140 3.2831 1.6738 0.0 -0.1 0.1
H -0.4834 3.2039 3.3731 0.0 0.0 0.0
H -2.1471 3.5011 2.9003 0.0 0.0 0.0
H -0.7725 1.9836 5.2140 0.0 0.0 0.0
H 0.7289 1.6831 4.3552 0.0 0.0 0.0
H 0.1012 0.4937 5.4798 0.0 0.0 0.0
F 2.9623 -1.6338 5.4202 0.0 0.0 -0.2
C 3.0086 -1.3519 4.1251 0.0 -0.1 0.2
C 1.7905 -1.1516 3.4725 0.0 -0.1 -0.1
C 1.7403 -0.8544 2.1251 0.2 -0.1 -0.1
C 2.9963 -0.7555 1.4528 0.0 0.1 0.1
C 4.1918 -0.9719 2.1559 -0.1 -0.1 0.1
F 5.3708 -0.8969 1.5402 0.0 0.0 -0.1
C 4.2298 -1.2755 3.5008 -0.1 0.0 -0.1
C 2.9006 -0.3217 0.0963 -0.2 0.0 0.0
C 4.0433 -0.3213 -0.8803 0.0 0.1 0.1
C 3.9490 0.8039 -1.9350 0.0 0.0 -0.1
C 2.6977 0.3397 -2.6259 0.0 0.0 -0.1
C 1.5540 0.5479 -1.6374 0.0 -0.2 0.0
N 1.6818 -0.1113 -0.3237 0.3 0.1 -0.3
H 0.9257 -1.2638 4.0871 0.0 0.0 0.0
H 5.1611 -1.4382 4.0220 0.1 0.0 0.0
H 4.9961 -0.3723 -0.3780 0.0 0.1 0.0
H 4.8183 0.7237 -2.5893 0.0 0.0 0.0
H 2.4576 0.8509 -3.5533 0.0 0.0 0.1
H 0.7002 0.1365 -2.1658 0.1 0.1 0.0
C -2.6042 0.0691 -2.1905 0.1 -0.1 -0.2
N -1.2297 0.0108 -1.6162 -0.1 0.1 -0.1
P -0.6494 1.5566 -0.7842 0.0 -0.1 -0.1
C -1.5031 2.9068 -1.6426 0.0 -0.1 -0.2
C -1.6795 2.8610 -3.0309 0.0 0.0 0.1
C -2.1354 3.9738 -3.7123 0.0 0.1 0.0
C -2.3779 5.1585 -3.0268 0.0 0.0 0.0
C -2.1411 5.2317 -1.6654 0.0 0.0 0.0
C -1.7045 4.1107 -0.9729 0.1 0.0 0.0
C 1.1268 1.9674 -1.2813 -0.1 0.2 -0.1
C 1.5568 2.8943 -2.4042 0.1 0.0 0.0
C 2.8764 3.0317 -2.5142 -0.1 0.0 0.0
C 3.7921 2.3198 -1.5138 0.1 0.1 0.0
C 3.1848 2.5470 -0.1467 -0.2 0.0 0.0
C 1.8694 2.4386 -0.0344 0.2 0.1 0.0
P -0.6489 -1.4502 -0.9284 0.3 0.3 0.1
C -1.5950 -2.8686 -1.5075 0.0 0.0 0.0
C -1.6581 -4.0032 -0.6988 0.0 0.0 0.1
C -2.1560 -5.1931 -1.2080 0.0 0.0 0.0
C -2.5716 -5.2624 -2.5281 0.0 0.0 0.0
C -2.4647 -4.1496 -3.3532 0.0 0.0 0.0
C -1.9689 -2.9591 -2.8562 0.0 0.0 0.1
C 0.9828 -2.0915 -1.6232 -0.1 -0.1 -0.1
C 1.8532 -2.9198 -0.8482 0.0 0.1 0.0
C 3.2027 -2.7604 -0.9496 -0.1 -0.1 0.0
C 3.7978 -1.6482 -1.7360 0.1 -0.1 -0.1
C 2.8835 -1.1899 -2.8887 0.0 0.0 -0.1
C 1.4946 -1.6729 -2.8398 0.0 -0.1 0.0
H -2.5802 0.2446 -3.2627 -0.1 0.0 0.0
H -3.1519 0.8822 -1.7179 0.0 -0.1 -0.1
H -3.1361 -0.8557 -1.9909 0.0 0.0 0.0
H -1.4424 1.9666 -3.5885 0.0 -0.1 0.0
H -2.2885 3.9264 -4.7808 0.0 0.0 0.0
H -2.7318 6.0271 -3.5614 0.0 0.1 0.0
H -2.2955 6.1600 -1.1358 0.0 0.1 0.0
H -1.4916 4.2038 0.0840 -0.1 0.0 -0.1
H 0.8495 3.3811 -3.0569 -0.1 0.1 -0.1
H 3.3182 3.6452 -3.2842 0.1 0.1 -0.1
H 4.7854 2.7638 -1.5441 0.0 0.0 0.0
H 3.8136 2.8569 0.6739 0.1 0.0 0.1
H 1.3382 2.6395 0.8876 0.0 0.0 0.1
H -1.3145 -3.9725 0.3239 0.0 0.0 0.1
H -2.2185 -6.0640 -0.5731 0.0 -0.1 0.0
H -2.9693 -6.1859 -2.9211 0.0 -0.1 0.0
H -2.7690 -4.2128 -4.3877 0.0 0.0 -0.1
H -1.8824 -2.1118 -3.5196 0.0 0.1 -0.1
H 1.4396 -3.6005 -0.1177 -0.1 -0.1 0.0
H 3.8521 -3.3728 -0.3398 0.1 -0.1 0.0
H 4.7713 -1.9576 -2.1198 0.0 0.0 0.0
H 3.3385 -1.3389 -3.8692 0.0 0.0 0.0
H 0.8349 -1.4580 -3.6739 0.0 0.0 -0.1
```
Forces are in eV/Å.

The value obtained for the HOMO energy (spin up / spin down) is -0.578 / -0.600 Ha. Its spin multiplicity is 4. As for the net charge: +3. As for the expectation value of S²: 3.7959. The lowest unoccupied orbital energy (spin up / spin down) comes out at -9.3 / -11.0 eV. Its total energy is -2928.92665 Eh. The HOMO-LUMO gap (spin up / spin down) is 6.4 / 5.3 eV. Its molar mass is 849.9 Da.

Löwdin population analysis, charges in e, atoms 1 to 99: 1.174 -0.021 -0.204 -0.241 -0.032 -0.224 -0.011 -0.243 -0.020 -0.218 -0.016 -0.180 -0.010 0.097 0.119 0.086 0.120 0.092 0.053 0.061 0.076 0.121 0.130 0.066 0.038 0.047 0.083 0.119 0.113 0.100 0.077 0.140 -0.222 -0.014 -0.113 -0.116 -0.177 0.115 0.124 -0.188 -0.065 -0.116 -0.148 -0.318 -0.067 0.054 0.159 0.150 0.174 0.170 0.070 -0.133 -0.422 1.139 -0.371 -0.115 -0.038 -0.027 -0.030 -0.093 -0.416 -0.015 -0.005 -0.161 -0.013 -0.069 0.977 -0.364 -0.099 -0.027 -0.017 -0.028 -0.084 -0.227 -0.014 0.069 -0.121 -0.124 0.084 0.085 0.067 0.064 0.101 0.124 0.126 0.125 0.085 0.116 0.134 0.152 0.133 0.099 0.085 0.126 0.129 0.127 0.105 0.132 0.149

***

> net charge of number 1 (C6H32N2O9)?

0

***

> Look up the total energy of the first one.

-1034.36822 Eh

***

> Which of these has the highest total energy?

C6H32N2O9